C22H45HgNO3 | the ωB97M-V functional and the def2-TZVPD basis

Total energy = -1298.06549 hartree
Total charge = +2
Lowest unoccupied orbital energy = -12.1 eV
Gap between HOMO and LUMO = 1.877 eV
HOMO level = -13.947 eV

Structure (XYZ):
```
72
Properties=species:S:1:pos:R:3:forces:R:3
Hg -3.257991 4.565798 -1.337295 -2.268 1.949 -1.460
O -2.763703 -3.525406 1.428300 -1.258 -0.345 -0.123
O -0.023194 -3.026412 -0.594448 -2.890 0.241 2.127
O -0.555943 -2.171829 1.518092 -1.351 -2.177 -4.281
N -2.415242 -2.884937 0.287605 1.850 1.349 -0.436
C -2.975647 -1.494686 0.209131 -1.111 1.544 -0.687
C 0.593606 3.407059 1.269165 -0.245 0.572 0.628
C 1.380849 2.484356 3.613744 0.909 0.025 -0.265
C 2.796183 1.908630 3.041801 -0.666 -0.554 0.143
C -2.153851 -0.533354 -0.819514 -0.658 -0.045 0.880
C -3.213600 0.530200 -1.377203 -0.512 -0.628 -0.078
C 1.328843 -3.239481 -0.102188 3.076 -0.821 0.928
C -0.457952 2.369009 -1.374289 0.514 -0.286 -1.070
C 0.906257 3.821886 2.820549 -0.246 -1.011 0.346
C -1.363818 3.444535 -0.616922 2.899 0.333 1.215
C -1.121398 1.684523 -2.662260 -0.233 -0.270 -0.741
C -2.699010 1.437591 -2.592831 0.425 -0.015 0.139
C 3.477182 -1.731900 -3.059517 0.340 0.593 1.266
C 3.247415 -2.107884 -1.493799 0.105 -0.258 -0.980
C -0.920586 -2.697114 0.429608 3.585 1.606 2.988
C -0.949089 3.698062 0.951929 -0.691 -0.968 0.610
C 2.390842 -3.482505 -1.314056 -0.292 1.417 0.434
C -4.202636 -3.668372 1.567091 -1.819 -1.383 0.703
C 3.886569 -0.175502 -3.090495 -0.377 -0.320 -0.313
C 4.104670 -0.148787 1.909198 -1.224 0.600 0.052
C 2.655584 0.504800 2.289036 0.309 -0.940 -0.354
C -4.963071 -4.210885 0.256898 -0.740 1.456 0.148
H 0.778979 2.281302 1.217176 -0.114 1.718 -0.364
H -2.952381 -1.073954 1.286635 0.021 -0.567 -1.660
H 3.242566 2.647160 2.296516 -0.292 -0.838 1.199
H -1.337923 -0.053394 -0.166839 -1.053 -0.686 -1.345
H 4.880982 0.248085 2.641062 -0.841 -0.688 -1.134
H -3.221982 2.465971 -2.505839 0.307 -1.209 -0.384
H -3.044120 0.993253 -3.593292 0.521 0.739 1.502
H -2.506726 3.204576 -0.587069 1.390 -2.108 1.148
H 1.830352 -3.659063 -2.289724 0.708 -0.086 1.345
H -5.685524 -5.021706 0.595642 1.179 0.889 -0.684
H 1.756246 -2.353747 0.493321 -1.233 -1.101 -0.889
H -4.280614 -4.506351 -0.603234 -0.781 0.101 1.385
H 3.477780 1.745637 3.958354 -0.817 0.400 -1.685
H 4.023721 -1.286847 1.972631 0.324 1.614 -0.156
H 2.511160 -1.893319 -3.646643 1.322 0.124 0.755
H 4.310404 -2.393388 -3.463570 -1.174 0.909 0.268
H -0.898388 2.316707 -3.603352 -0.402 -0.939 1.508
H 3.035986 0.418971 -2.590948 1.305 -0.776 -0.581
H 0.475521 2.937321 -1.748963 -1.521 -0.781 0.717
H 1.360259 -4.132640 0.629458 -0.495 1.314 -1.265
H 1.253104 4.022930 0.574541 -0.738 -1.084 0.776
H -4.070180 -1.494545 -0.157922 1.738 -0.471 0.692
H 4.863599 -0.012319 -2.509432 -1.481 -0.127 -0.948
H -3.654872 1.124393 -0.492257 0.806 -0.675 -1.296
H -0.029849 1.546358 -0.688944 -1.160 1.535 -0.671
H -1.292659 4.729865 1.311934 0.594 -1.376 -0.657
H -0.058952 4.202905 3.314843 1.490 -0.339 -0.681
H 2.719427 -1.201896 -1.038029 0.420 -1.333 -0.420
H 2.098556 0.582542 1.277800 0.603 0.168 1.552
H -4.102729 -0.086296 -1.784122 1.330 1.054 0.639
H 3.970323 0.232210 -4.161073 0.119 -0.679 1.606
H 4.312473 0.178214 0.832095 0.198 -0.590 1.619
H -4.360879 -4.465978 2.385086 0.832 1.382 -1.193
H -5.620032 -3.338030 -0.120228 0.977 -1.470 0.379
H -1.206019 4.468490 -1.134706 0.706 -0.972 0.447
H 2.059487 -0.282143 2.890472 0.873 1.483 -0.629
H 1.729297 4.622712 2.884005 -1.386 -1.189 -0.170
H 1.543192 2.688790 4.735090 -0.552 -0.092 -1.759
H -4.723466 -2.724144 1.983481 1.172 -1.143 -0.805
H -1.562132 2.911951 1.536386 0.898 1.303 -0.743
H 0.626557 1.631232 3.509183 0.701 1.335 0.192
H -1.717613 -1.103566 -1.703094 -0.466 0.555 1.320
H 3.102531 -4.352296 -1.070126 -1.371 1.270 -0.392
H -0.629839 0.660530 -2.863887 -0.590 1.694 0.461
H 4.263108 -2.183878 -0.959749 -1.503 0.069 -0.818
```
Positions in Å, forces in eV/Å.

C30H23ClN4OsPSSe4 | the ωB97M-V functional and the def2-TZVPD basis

Total energy = -12271.96626 hartree
Total charge = +1
Lowest unoccupied orbital energy (spin up / spin down) = -5.6 / -5.5 eV
Gap between HOMO and LUMO (spin up / spin down) = 4.760 / 4.827 eV
HOMO level (spin up / spin down) = -10.352 / -10.364 eV

Structure (XYZ):
```
65
Properties=species:S:1:pos:R:3:forces:R:3
Os -1.302446 0.518406 1.682075 -0.486 -0.211 -2.227
Se -2.465222 4.757611 2.312855 0.044 -0.344 -0.086
Se -2.237599 2.035595 -0.312166 0.929 -1.184 1.317
Se -3.669917 3.314873 0.862131 -0.118 0.407 0.120
Se -0.442963 4.024135 2.354331 -0.362 0.124 -0.208
Cl -3.485286 -0.445459 1.893265 -0.388 0.109 0.196
S -2.344492 2.618939 5.799014 -0.074 -0.019 -0.122
P -0.863031 -1.330204 0.361782 -0.282 0.258 0.159
N -1.599128 1.571796 3.334274 0.020 0.754 1.281
N 0.966393 4.025089 -1.303849 -0.030 0.134 0.085
N -0.084241 5.697775 -2.637384 0.010 -0.167 0.007
N 0.645464 1.190615 1.546246 0.483 0.104 -0.211
C 1.452413 -2.974048 0.049799 0.028 -0.040 0.088
C -4.222457 -4.333109 1.382429 -0.060 -0.086 -0.027
C 1.556669 4.267777 -3.587397 -0.003 -0.011 -0.165
C -0.815024 -1.314586 -1.457686 0.100 0.080 0.052
C 0.635680 5.295536 -3.685395 -0.102 0.020 0.216
C -3.329052 -2.128589 1.413106 0.119 -0.254 -0.185
C 3.355292 1.753801 1.334990 0.034 0.055 -0.024
C -1.930280 1.997618 4.399805 0.221 -0.085 -0.333
C 2.785166 1.481842 2.565738 0.139 0.001 0.049
C 3.163943 1.931297 -1.141353 -0.081 -0.027 0.229
C 1.438915 1.190769 2.633635 -0.134 0.104 0.017
C 0.108697 5.022517 -1.507155 0.140 -0.084 -0.192
C 2.803228 -3.635130 1.932299 0.075 -0.041 0.062
C -1.878720 -1.610396 -3.602703 -0.029 0.013 0.065
C -3.070989 -4.784348 0.750825 0.119 -0.045 -0.080
C 2.543301 -3.663880 0.571090 -0.082 0.048 -0.097
C 0.882512 -2.235004 2.270801 0.163 -0.127 -0.156
C -2.186617 -2.539239 0.750308 0.145 0.198 -0.072
C 1.967606 -2.928158 2.788211 -0.108 0.092 -0.027
C 0.619239 -2.250125 0.898455 0.043 0.158 -0.011
C -4.361764 -2.996911 1.715294 -0.178 0.149 0.106
C 0.327477 -0.833512 -2.104597 -0.107 -0.039 -0.134
C 2.549367 1.773402 0.199624 0.117 -0.002 -0.096
C 0.370075 -0.770340 -3.491053 0.092 0.064 0.081
C 2.787198 2.651943 -2.197017 -0.100 0.085 -0.079
C 1.717651 3.659688 -2.348084 -0.001 -0.023 0.055
C -1.928730 -1.671785 -2.213437 0.026 -0.037 -0.126
C -0.726532 -1.174792 -4.241803 -0.054 0.052 0.013
C 1.199041 1.502506 0.360642 0.112 0.005 0.231
C -2.066053 -3.888354 0.422161 -0.106 -0.035 0.012
H -2.955776 -5.835684 0.515625 -0.031 0.077 -0.020
H -0.499776 5.326834 -0.660417 0.046 -0.057 -0.005
H -2.838689 -2.002429 -1.725378 0.063 -0.038 -0.028
H 1.252234 -3.006177 -1.013973 0.025 -0.014 0.027
H 0.544202 1.523044 -0.490882 -0.156 -0.043 -0.072
H 4.073073 1.348387 -1.263244 -0.037 -0.002 -0.001
H -5.258767 -2.636354 2.203341 0.064 -0.009 0.024
H -0.686817 -1.133923 -5.323888 -0.009 -0.011 0.062
H 0.962722 0.968587 3.579409 -0.046 -0.051 -0.025
H 3.187548 -4.227286 -0.092580 -0.016 0.026 0.021
H 3.380863 1.472110 3.470032 -0.066 0.005 -0.058
H -2.744702 -1.905910 -4.183907 0.059 0.025 0.041
H 0.467919 5.821026 -4.619516 0.032 -0.024 0.031
H 2.159540 -2.917336 3.854242 -0.003 -0.001 -0.043
H 1.190503 -0.522541 -1.526602 0.026 -0.047 -0.032
H 3.659109 -4.168565 2.331184 -0.082 0.027 -0.030
H -1.173931 -4.227839 -0.092185 -0.027 -0.027 0.048
H -5.021859 -5.025812 1.617023 0.062 0.044 0.016
H 0.219751 -1.689500 2.931893 -0.028 0.021 0.116
H 2.136556 3.948628 -4.444577 0.001 0.071 0.049
H 4.416234 1.968435 1.252477 -0.086 -0.075 0.005
H 1.264536 -0.404975 -3.985148 -0.072 -0.049 0.043
H 3.400718 2.551739 -3.087019 0.004 -0.003 0.046
```
Positions in Å, forces in eV/Å.

C38H38B5N2O42V | the ωB97M-V functional and the def2-TZVPD basis

Total energy = -5809.77354 hartree
Multiplicity = 4
Total charge = -3
Lowest unoccupied orbital energy = 4.1 eV
Gap between HOMO and LUMO = 7.125 eV
HOMO level = -2.980 eV

Structure (XYZ):
```
126
Properties=species:S:1:pos:R:3:forces:R:3
V -4.831966 12.251730 6.720930 0.113 0.517 0.451
O -9.916651 11.137407 8.090298 0.113 -1.194 -1.842
O -1.458674 18.176416 11.112426 -0.705 -0.714 -0.908
O -6.461532 16.299816 9.784845 1.662 -4.039 0.007
O -5.393702 12.918653 10.446584 -0.358 1.937 -3.544
O -7.007382 12.137769 6.542564 -1.594 0.203 0.628
O -2.670009 13.344969 2.469842 0.153 -0.099 -1.316
O -11.678559 14.199905 10.907975 2.804 -2.480 -1.771
O -9.072724 9.486902 12.815250 3.274 -2.484 -3.617
O -3.294073 8.413663 9.378102 -3.470 0.318 0.647
O -3.555762 11.420369 4.813752 -0.355 2.384 -0.270
O -3.491740 17.140816 8.534685 0.449 -2.328 -3.731
O -1.712469 16.588829 6.805546 -0.302 -1.251 -0.409
O -1.297525 16.813996 9.353106 -0.708 -0.781 -1.957
O -6.261695 14.874445 11.445040 1.194 -1.213 1.192
O -7.670698 11.880713 14.209845 2.991 1.915 -2.662
O -7.070658 9.377075 11.612610 0.057 -0.100 0.353
O -1.667452 15.119270 4.948398 0.187 1.544 2.424
O -6.049701 17.766125 7.091832 -0.913 -0.376 -0.507
O -10.479511 13.277446 9.174707 -0.292 -0.001 -0.701
O -9.288132 10.143213 6.089582 0.314 2.505 1.841
O -5.424946 13.727086 8.203293 -0.588 -0.350 3.452
O -4.323344 18.406009 10.169312 1.533 -0.253 -0.824
O -2.767096 13.217672 6.959818 1.030 2.007 -0.596
O -9.152340 11.741117 10.384788 -0.520 0.095 -1.321
O -10.189946 12.070889 12.378566 0.141 0.541 -2.567
O -7.525252 7.467334 10.407213 1.652 -0.390 -1.431
O -4.819158 13.348146 12.822715 1.440 1.171 -2.013
O -7.990352 14.760071 4.731976 -0.559 -1.142 -0.781
O -4.864948 12.543205 14.988053 -0.853 0.751 -4.516
O -7.225027 16.791844 5.131860 1.354 -0.268 0.008
O -6.980786 12.786431 12.242787 -1.112 0.424 -2.474
O -2.352915 14.888469 8.309461 -0.396 1.640 1.331
O -5.007112 16.152683 5.856167 -1.275 -3.546 -2.100
O -5.018117 10.304063 7.950166 -0.050 -0.680 0.280
O -5.473749 18.400723 4.918152 0.228 2.747 0.938
O -9.605414 7.040297 11.159516 1.471 0.805 -0.425
O -5.233351 13.893234 5.399482 -0.089 0.260 0.035
O -5.134034 8.109816 10.575355 -3.648 -1.911 4.336
O -4.974642 20.628513 5.564801 -1.747 -3.217 -0.480
O -8.388593 12.786240 8.304713 3.450 -0.268 -3.621
O -5.880171 19.636073 8.295881 -0.026 0.025 -2.835
O -6.578435 9.427824 9.270129 -1.164 -0.338 0.187
N -3.025476 13.592587 1.100007 -1.011 -2.663 0.640
N -3.692387 10.147117 5.218195 -1.564 -2.472 0.548
C -3.355509 14.651907 -1.679101 -0.369 0.499 3.305
C -3.422234 17.859398 9.578733 -0.112 0.776 4.246
C -2.535095 8.073152 5.945968 0.220 -0.876 -0.823
C -5.652560 13.842193 9.433275 1.611 -0.575 0.187
C -3.903443 14.711590 1.017844 -0.795 0.771 -2.066
C -5.472371 19.511266 5.770546 2.509 2.027 -0.171
C -5.672088 15.016347 5.412846 1.298 3.057 0.731
C -2.318361 14.377871 7.155369 -1.895 -2.972 -0.416
C -1.952384 17.628385 10.145692 0.260 2.233 1.450
C -4.752765 7.995270 4.833325 -0.755 -1.272 -0.928
C -6.173401 9.922287 4.540556 0.517 1.597 -0.129
C -1.815053 15.424832 6.134231 -0.477 -0.537 -1.347
C -10.037389 12.321611 11.193008 -0.382 0.009 3.568
C -4.734679 9.406121 4.350709 0.788 0.868 0.314
C -2.368155 9.582005 5.531554 1.009 -2.446 1.532
C -3.415134 7.301424 4.977727 -0.878 -0.295 -0.055
C -4.523154 8.577290 9.639768 7.906 1.525 -5.338
C -1.365936 9.686963 4.400401 -0.007 -0.063 -1.360
C -8.592400 7.719481 11.090666 -2.536 -0.599 1.637
C -6.829240 12.403536 13.434301 -1.436 -2.697 5.436
C -4.493379 9.480540 2.809722 0.920 -0.402 -0.912
C -9.191595 11.024573 6.942709 -0.851 -1.124 0.942
C -3.194622 15.977059 1.543085 -2.084 0.815 0.745
C -4.421362 14.882865 -0.503894 1.490 -0.714 0.132
C -6.113598 15.175996 10.202191 -2.295 3.803 -2.034
C -1.655975 11.691071 0.321123 0.647 1.787 -0.192
C -5.406531 9.490614 8.791872 1.305 2.170 -0.813
C -1.642320 10.280910 6.717590 -1.156 0.701 -0.365
C -5.857504 19.054845 7.220803 -0.271 -0.527 1.501
C -10.829646 13.411244 10.419280 -2.429 1.474 2.011
C -8.081240 12.128065 7.135933 0.641 -0.217 2.204
C -2.594174 13.335502 -1.271793 -0.751 1.721 -0.430
C -8.320610 8.967987 11.953493 -2.047 2.325 2.867
C -1.999504 13.187970 0.151375 -0.827 1.710 -0.349
C -5.322695 12.740317 13.817365 -1.312 -1.564 5.889
C -7.096312 15.499144 4.979181 -0.352 -0.350 0.936
C -5.237209 14.434974 1.871015 1.212 -0.409 -1.542
C -0.740750 14.140548 0.314445 -0.480 -0.766 -1.315
B -9.456669 12.193820 9.012190 -1.341 0.185 0.517
B -5.825286 13.493140 11.717116 -0.639 -0.058 1.030
B -2.238863 16.401115 8.235010 0.807 0.266 0.862
B -6.538026 8.582798 10.508866 -2.538 -0.043 0.954
B -5.939003 17.272957 5.676689 -0.124 1.409 2.308
H -4.961820 13.602732 2.518806 -0.241 0.938 1.079
H -5.680947 15.382181 2.177618 0.349 -0.231 0.981
H -3.916894 14.550136 -2.607862 0.318 -0.093 -0.085
H -3.865298 16.810109 1.332567 -0.007 0.299 -0.284
H -2.437158 11.004106 -0.004329 -0.212 0.218 0.544
H -1.601791 11.307909 6.354645 0.810 0.191 0.512
H -0.742589 14.903721 -0.463800 -0.498 0.314 0.023
H -3.175715 11.417372 3.932192 0.137 0.682 -0.641
H -1.660233 7.445004 5.778257 1.171 0.956 0.470
H -5.148888 8.799004 2.267587 -0.409 -0.139 0.394
H -0.729828 14.673742 1.265073 0.499 -0.495 0.023
H -5.426472 7.534515 4.110889 0.194 -0.636 -0.281
H 0.151729 13.590055 0.016903 0.366 -0.093 0.875
H -4.583953 10.396249 2.225433 -0.548 0.766 0.865
H -1.590764 9.006317 3.579265 -0.111 -0.128 -0.086
H -5.173123 14.111828 -0.672576 -0.316 0.246 0.191
H -6.866403 9.328297 3.944721 0.079 -0.023 0.047
H -1.336848 11.663093 1.362984 0.063 -0.994 -0.122
H -2.129154 10.298198 7.692686 -0.619 -0.237 -0.250
H -3.346945 15.922093 2.620992 0.872 0.083 0.316
H -6.035550 13.979333 1.285241 0.193 0.035 -0.631
H -0.679717 9.810210 6.917436 0.112 0.170 -0.486
H -1.764486 13.212277 -1.967872 -0.213 -0.708 -0.242
H -2.852878 7.073046 4.072298 -0.095 1.282 -0.873
H -1.356292 10.685835 3.964218 0.079 0.213 0.024
H -2.761745 7.927921 7.002206 -0.542 0.395 -0.075
H -3.453638 12.671272 -1.362429 0.642 -0.996 -0.199
H -6.590528 10.077152 5.535608 0.456 -0.783 0.218
H -2.784140 15.579998 -1.662452 0.558 -0.195 -0.491
H -6.182615 10.943441 4.159407 -0.290 0.135 -0.392
H -5.394277 7.942314 5.712961 0.630 0.053 0.616
H -3.521281 9.178245 2.420181 0.516 -0.445 0.715
H -2.198675 16.321951 1.265148 0.016 -0.719 -0.167
H -2.046360 14.050136 2.657987 0.291 0.310 0.839
H -0.334694 9.483176 4.688682 -0.164 -0.035 0.345
H -4.828701 15.893432 -0.534585 -0.331 -0.174 -0.236
H -3.526699 6.232928 5.162049 -0.459 -0.073 1.351
H -0.835482 11.587576 -0.388938 0.387 -0.545 0.316
```
Positions in Å, forces in eV/Å.

C2H4O3PS | the ωB97M-V functional and the def2-TZVPD basis

Total energy = -1043.75371 hartree
Total charge = -1
Lowest unoccupied orbital energy (spin up / spin down) = 3.3 / 4.0 eV
Gap between HOMO and LUMO (spin up / spin down) = 6.372 / 7.672 eV
HOMO level (spin up / spin down) = -3.030 / -3.697 eV

Structure (XYZ):
```
11
Properties=species:S:1:pos:R:3:forces:R:3
S 1.023276 0.696008 0.134166 -0.091 0.213 0.802
P 0.794276 -2.152232 0.141153 -0.313 -1.848 0.312
O 1.232071 -0.802041 0.875976 0.923 -0.079 -0.138
O 2.217603 1.426525 0.493948 -0.510 -0.013 0.346
O 0.911439 0.408528 -1.291505 -0.085 0.338 0.252
C -0.438710 0.783144 1.107924 1.013 1.849 -0.850
C -1.489075 0.445880 0.114592 -0.301 0.080 -0.119
H 1.010581 -1.789589 -1.183067 0.127 0.074 -0.609
H -2.430427 0.924521 0.392454 -0.167 -0.317 0.082
H -1.228428 0.716274 -0.915126 -0.353 -0.087 0.042
H -1.602606 -0.657018 0.129484 -0.242 -0.210 -0.122
```
Positions in Å, forces in eV/Å.